{"formula": "C10H28I2N2O4Pd", "method": "ωB97M-V/def2-TZVPD", "species": ["I", "I", "Pd", "O", "O", "O", "O", "N", "N", "C", "C", "C", "C", "C", "C", "C", "C", "C", "C", "H", "H", "H", "H", "H", "H", "H", "H", "H", "H", "H", "H", "H", "H", "H", "H", "H", "H", "H", "H", "H", "H", "H", "H", "H", "H", "H", "H"], "coordinates": [[0.8812, 2.7265, 1.2640], [-1.6957, -2.3351, 2.3133], [-0.3298, 0.1558, 1.7836], [1.0976, -1.2281, -2.3932], [-1.1788, 0.9502, 3.6899], [-2.9292, 2.3895, -1.8562], [1.2568, -0.2425, 3.2975], [-2.0716, 0.4359, -0.0171], [1.0509, -0.9861, 0.3474], [-1.9701, 0.1792, -1.4738], [-3.0170, 1.0399, -2.2867], [-2.1737, -1.3072, -1.6506], [-1.7249, 3.0793, -2.2103], [2.3205, -1.2036, -1.7023], [3.4540, -0.5070, 0.5728], [-0.1618, 1.1430, 4.7049], [0.9742, 0.0763, 4.6091], [2.1909, -0.4428, -0.3977], [1.2288, -2.0277, -3.5907], [1.9256, -1.4683, -4.2149], [-0.9400, 0.3786, -1.7692], [-0.7723, 2.7654, -1.7834], [-1.9752, 1.4113, 3.9632], [-0.5516, 1.0788, 5.7208], [0.2588, 2.1258, 4.4923], [4.3060, -0.0077, 0.1114], [3.7265, -1.4777, 0.9871], [-3.1554, -1.6235, -1.2981], [-1.7499, 4.1438, -1.9774], [-2.8323, 1.0804, -3.3602], [0.2930, -2.0509, -4.1492], [1.8709, 0.4724, 5.0855], [3.1478, -0.8997, -2.3437], [1.9323, 0.5573, -0.7456], [-4.0311, 0.6424, -2.2465], [-2.9381, -0.0678, 0.1081], [2.5476, -2.2390, -1.4482], [2.0443, -0.7747, 3.4316], [0.5405, -1.2335, -0.4883], [-1.6207, 3.0962, -3.2952], [-2.5034, 1.3378, 0.1252], [3.2963, 0.1549, 1.4243], [0.5886, -0.7749, 5.1702], [-1.4262, -1.8392, -1.0621], [-2.0338, -1.7324, -2.6444], [1.5753, -3.0595, -3.5320], [1.2739, -1.8918, 0.7347]], "forces_ev_per_angstrom": [[-0.24, -0.44, 0.07], [0.29, 0.44, -0.10], [-0.47, -0.34, -1.48], [-0.35, -0.77, -0.72], [0.34, -0.45, 1.27], [-0.11, 0.66, 0.76], [1.30, -0.74, 0.28], [-1.37, 0.18, -0.67], [-0.44, 0.36, -1.27], [-0.05, 0.16, -0.92], [1.95, 0.28, -0.04], [0.25, -0.79, -0.06], [-0.04, 0.33, -0.90], [0.93, -1.54, 0.47], [-0.65, 1.50, -1.11], [1.01, 0.27, -0.78], [-2.22, 1.19, 1.61], [1.68, 0.04, 1.12], [-0.11, 1.35, -0.55], [0.23, -0.23, -0.30], [-0.11, 0.47, -0.29], [-0.26, -0.75, 0.34], [-0.10, 0.01, -0.22], [-0.27, 0.13, -0.13], [0.08, 0.10, 0.29], [0.25, -0.49, -0.28], [-0.19, -0.25, -0.54], [-0.10, -0.02, 0.08], [-0.81, -0.11, 0.52], [0.56, -0.58, -0.27], [-0.21, 0.19, 0.46], [-0.11, 0.15, 0.29], [0.04, 0.60, -0.03], [0.19, 0.44, 0.84], [-0.15, 0.31, 0.83], [-0.08, -1.01, 1.31], [0.27, -0.47, 0.13], [0.19, -0.47, -1.06], [-1.66, -0.32, 0.33], [0.08, -0.40, -0.31], [0.71, 1.13, -0.24], [-0.59, 0.00, 0.06], [0.28, -0.43, -0.08], [-0.17, -0.02, 0.31], [-0.13, 0.55, -0.33], [0.12, 0.00, 0.90], [0.21, -0.21, 0.41]], "mulliken_spin": [0.180, 0.235, 1.431, 0.000, 0.016, 0.000, 0.019, 0.033, 0.102, -0.005, 0.003, -0.001, 0.001, 0.007, -0.006, -0.002, -0.003, -0.011, 0.000, 0.000, 0.003, 0.000, 0.005, 0.002, 0.000, 0.000, -0.001, 0.000, -0.001, 0.000, 0.000, 0.004, 0.001, 0.003, 0.000, 0.000, 0.002, 0.002, -0.018, 0.000, -0.001, 0.002, 0.001, -0.001, 0.000, 0.000, -0.002], "gap_ev": [7.94, 6.17], "total_energy_ev": -41673.259, "spin_multiplicity": 3, "e_homo_ev": [-7.60, -7.75]}

{"formula": "C4H9ClN2", "method": "ωB97M-V/def2-TZVPD", "species": ["Cl", "N", "N", "C", "C", "C", "C", "H", "H", "H", "H", "H", "H", "H", "H", "H"], "coordinates": [[-3.7917, 0.1726, -0.1547], [-1.2057, 0.2408, 0.7424], [-2.3228, -0.0307, -0.7477], [0.2937, 1.0188, -0.9130], [1.0898, 0.3583, 1.2899], [0.1805, -1.4385, -0.2876], [0.0549, 0.0842, 0.2305], [0.7680, 1.4413, 1.7162], [-0.3215, -2.1555, 0.4017], [-0.4418, 0.6672, -1.6468], [1.2031, -0.2259, 2.1411], [2.0961, 0.3755, 0.8679], [-0.4542, -1.5727, -1.1555], [1.1919, -1.6435, -0.4006], [1.3157, 0.6798, -1.3625], [0.3440, 2.0282, -0.7215]], "forces_ev_per_angstrom": [[-1.21, 0.16, 0.47], [-3.91, -0.15, -1.54], [2.85, 0.27, 2.29], [1.95, -3.80, -2.89], [-0.31, 4.04, 0.49], [-2.76, 0.95, 1.23], [1.51, -2.42, -0.36], [1.26, -2.21, -0.91], [0.76, 0.64, 0.14], [0.20, 1.07, -0.19], [-0.60, -1.61, 1.43], [-0.14, 0.43, -0.27], [0.48, 0.25, -0.64], [1.75, -0.65, -0.50], [-1.54, 0.84, 0.66], [-0.30, 2.21, 0.59]], "nbo_charge": [0.250, -0.058, -0.310, -0.596, -0.594, -0.596, -0.052, 0.209, 0.220, 0.237, 0.219, 0.216, 0.225, 0.209, 0.203, 0.219], "gap_ev": [8.87, 9.22], "total_energy_ev": -19790.197, "e_homo_ev": [-9.48, -9.58]}

{"formula": "C21H33NO5", "method": "ωB97M-V/def2-TZVPD", "species": ["O", "O", "O", "O", "O", "N", "C", "C", "C", "C", "C", "C", "C", "C", "C", "C", "C", "C", "C", "C", "C", "C", "C", "C", "C", "C", "C", "H", "H", "H", "H", "H", "H", "H", "H", "H", "H", "H", "H", "H", "H", "H", "H", "H", "H", "H", "H", "H", "H", "H", "H", "H", "H", "H", "H", "H", "H", "H", "H", "H"], "coordinates": [[-3.1756, -0.3634, 1.0894], [1.2545, -2.0097, 0.4117], [2.4589, -3.8336, -0.4127], [3.0262, 3.6103, -0.7065], [-2.0744, 1.3048, 0.0287], [0.1707, 0.1314, -1.5198], [-4.8076, 1.4505, 1.2039], [1.6245, 1.5832, -2.4023], [-2.3151, 0.1321, 0.1893], [1.1011, -2.6532, -1.8976], [0.7812, 0.5521, -2.6812], [1.5624, 1.7850, -0.9813], [3.1361, 1.2594, 1.6651], [2.4341, 2.3615, -3.3816], [-1.7529, -0.9846, -0.5876], [0.6490, 0.8767, -0.4946], [1.7574, 3.6936, -3.7091], [2.3576, 2.7294, -0.2044], [1.2514, -3.1255, -0.4476], [-0.3100, -2.1593, -2.2240], [2.3429, 2.5152, 1.3001], [0.5208, -2.1304, 1.6104], [-0.6844, -0.9551, -1.4024], [2.8096, -4.4030, 0.8288], [-4.7344, -0.4524, 2.8434], [-2.9228, 1.2883, 2.8699], [-3.9005, 0.5063, 1.9922], [-1.0332, -2.9566, -2.0479], [0.5388, 0.1186, -3.6310], [1.6954, 4.3008, -2.8106], [0.7160, -1.2184, 2.1723], [1.8325, -1.8600, -2.0534], [0.8321, -2.9908, 2.2091], [-2.3405, 1.9779, 2.2649], [3.0589, -3.6344, 1.5663], [3.1336, 1.1138, 2.7438], [1.3615, -3.4929, -2.5414], [3.4163, 2.5671, -2.9538], [2.3333, 4.2355, -4.4553], [-2.3165, -1.9012, -0.4961], [2.7127, 0.3782, 1.1883], [2.5594, 1.7748, -4.2949], [2.8017, 3.3865, 1.7713], [0.3214, 0.6974, 0.5071], [4.1680, 1.3629, 1.3365], [3.6897, -5.0137, 0.6371], [-5.3268, 0.1071, 3.5610], [-2.2462, 0.6032, 3.3776], [2.0021, -5.0382, 1.2146], [0.4143, -3.7972, -0.1650], [-5.4109, 2.0357, 1.8921], [1.3132, 2.4282, 1.6478], [-4.0839, -1.1393, 3.3787], [-5.4000, -1.0312, 2.2084], [-5.4671, 0.8789, 0.5541], [-4.2126, 2.1252, 0.5947], [0.7526, 3.5280, -4.0925], [-0.5539, -2.2063, 1.4056], [-0.3479, -1.9033, -3.2847], [-3.4745, 1.8544, 3.6150]], "forces_ev_per_angstrom": [[-0.08, -0.27, 0.09], [0.25, -0.10, -0.19], [-0.09, 0.15, -0.10], [0.07, 0.00, -0.12], [-0.10, -0.05, 0.09], [0.10, 0.34, 0.24], [0.27, -0.16, -0.06], [0.02, -0.28, 0.01], [0.14, 0.26, -0.21], [-0.02, -0.15, 0.47], [0.34, 0.32, -0.52], [-0.36, -0.28, -0.38], [-0.10, 0.07, 0.06], [-0.11, 0.15, -0.06], [0.23, -0.03, -0.29], [0.38, 0.37, 0.17], [0.15, -0.10, -0.01], [-0.15, 0.04, 0.64], [-0.10, -0.15, -0.39], [0.31, 0.03, 0.15], [0.25, 0.11, -0.03], [-0.12, -0.06, 0.04], [-0.89, -0.49, 0.20], [-0.02, 0.04, 0.00], [0.30, 0.12, -0.33], [-0.01, -0.13, -0.28], [-0.31, 0.46, 0.40], [-0.07, 0.08, -0.05], [-0.06, -0.12, -0.15], [-0.03, 0.09, 0.05], [-0.06, -0.01, 0.09], [0.06, -0.01, -0.06], [0.02, 0.02, -0.01], [0.01, 0.05, 0.05], [-0.03, -0.04, -0.01], [0.04, -0.06, 0.07], [0.00, 0.03, -0.03], [0.01, -0.08, -0.10], [0.02, 0.12, -0.08], [0.10, -0.13, -0.07], [0.03, -0.12, 0.00], [0.06, -0.01, 0.02], [-0.12, 0.01, -0.09], [-0.03, -0.07, 0.18], [0.10, -0.04, -0.01], [-0.02, -0.02, 0.11], [-0.06, 0.08, 0.08], [0.05, -0.06, 0.10], [0.03, 0.01, 0.02], [0.14, 0.10, 0.05], [-0.09, 0.04, 0.09], [-0.07, 0.03, 0.04], [0.06, -0.07, 0.09], [-0.10, -0.06, -0.05], [-0.10, -0.04, -0.04], [-0.04, 0.05, 0.00], [-0.09, 0.01, -0.05], [0.06, 0.01, 0.08], [-0.09, -0.01, -0.02], [-0.07, 0.03, 0.11]], "nbo_charge": [-0.526, -0.560, -0.538, -0.565, -0.607, -0.391, -0.643, -0.024, 0.773, -0.415, -0.082, -0.204, -0.604, -0.422, -0.383, 0.061, -0.593, 0.579, 0.386, -0.450, -0.495, -0.254, 0.322, -0.253, -0.613, -0.644, 0.268, 0.220, 0.212, 0.223, 0.196, 0.232, 0.174, 0.240, 0.175, 0.207, 0.227, 0.232, 0.203, 0.228, 0.215, 0.199, 0.225, 0.218, 0.213, 0.199, 0.214, 0.208, 0.162, 0.131, 0.214, 0.208, 0.213, 0.215, 0.212, 0.242, 0.197, 0.179, 0.231, 0.216], "smiles": "CCC(=O)c1cn(/C(=C\\C(=O)OC(C)(C)C)CCC(OC)OC)cc1CC", "gap_ev": 8.72, "total_energy_ev": -34039.818, "e_homo_ev": -8.34}

{"formula": "C6H13O", "method": "ωB97M-V/def2-TZVPD", "species": ["O", "C", "C", "C", "C", "C", "C", "H", "H", "H", "H", "H", "H", "H", "H", "H", "H", "H", "H", "H"], "coordinates": [[0.1072, 2.7061, -0.6289], [-0.3117, -1.9319, 0.8468], [-0.5696, 0.0120, -0.8737], [-0.1099, -1.3042, 2.2205], [-1.1797, -1.2616, -0.2044], [0.9200, 0.2963, -0.7660], [1.1618, 1.9284, -0.8757], [-1.4078, -1.9884, -0.9930], [0.6253, -2.3130, 0.4393], [-1.0363, -1.3807, 2.7919], [1.2428, 0.0558, 0.2403], [-0.7805, -2.9052, 1.0972], [0.2943, -0.2862, 2.2385], [-2.0899, -0.9967, 0.3350], [1.5042, -0.0557, -1.6097], [0.6107, -1.9071, 2.8021], [-1.0185, 0.8433, -0.3508], [2.0048, 2.1687, -0.1894], [-0.8830, 0.1248, -1.9068], [1.4679, 2.0052, -1.9495]], "forces_ev_per_angstrom": [[-0.23, 0.25, 0.30], [-0.01, -1.49, 0.29], [-0.22, -0.24, 0.82], [0.32, -0.01, -0.01], [1.02, 0.38, -0.21], [-0.50, 1.94, 0.27], [-1.18, -0.61, -0.34], [-0.17, -0.17, 0.16], [0.29, 0.53, -0.20], [-0.17, 0.33, 0.10], [0.45, -0.68, -0.11], [-0.26, 0.12, -0.06], [-0.29, -0.02, -0.09], [-0.31, 0.02, -0.33], [0.39, -0.84, 0.31], [0.01, -0.01, -0.17], [-0.11, 0.60, -0.01], [0.53, -0.25, -0.27], [-0.23, -0.15, -0.31], [0.67, 0.28, -0.13]], "mulliken_spin": [-0.010, 1.225, -0.019, 2.310, 0.765, -0.350, 0.066, -0.280, 0.158, -1.376, 0.205, -1.001, 0.055, -0.269, -0.140, -0.237, -0.070, -0.011, -0.020, -0.004], "gap_ev": [2.90, 6.76], "total_charge": -2, "total_energy_ev": -8475.013, "spin_multiplicity": 2, "e_homo_ev": [4.13, 0.35]}

{"formula": "C7H7F2I", "method": "ωB97M-V/def2-TZVPD", "species": ["I", "F", "F", "C", "C", "C", "C", "C", "C", "C", "H", "H", "H", "H", "H", "H", "H"], "coordinates": [[3.2133, -0.4876, 0.5630], [2.0735, 0.9946, -1.6279], [0.8655, 2.3549, 0.5048], [-0.6267, 0.4642, 0.6426], [1.5313, 0.1453, -0.6708], [-0.9116, -0.9369, 0.3036], [0.4136, 1.0921, 0.1195], [-0.1904, -1.6169, -0.6520], [-1.6964, 1.2331, 1.4205], [0.8683, -1.0195, -1.3498], [-2.4431, 1.6974, 0.7347], [1.6591, -1.6810, -1.6792], [-1.7025, -1.4390, 0.7965], [-1.3426, 1.9174, 2.1988], [-0.2874, -2.6517, -0.9164], [0.6819, -0.4936, -2.3133], [-2.1059, 0.4273, 1.9253]], "forces_ev_per_angstrom": [[-0.43, 0.23, 0.04], [0.17, -0.48, 0.15], [-0.97, -2.03, -0.90], [-1.15, 1.58, -0.33], [-1.24, 3.20, 1.34], [1.96, -0.91, -2.18], [3.84, -1.47, -0.17], [-2.61, 0.06, 2.56], [0.87, 0.28, -0.92], [3.06, 2.63, -2.22], [0.60, -0.28, 0.62], [0.10, -0.59, 0.24], [-0.66, -0.27, 0.54], [0.19, 0.12, -0.60], [-0.89, -0.41, 0.36], [-1.07, -0.49, 0.15], [-1.77, -1.18, 1.32]], "nbo_charge": [0.068, -0.374, -0.327, -0.108, 0.281, -0.205, 0.382, -0.150, -0.627, -0.564, 0.231, 0.244, 0.218, 0.234, 0.221, 0.266, 0.209], "smiles": "CC1=C(F)[C@@](F)(I)CC=C1", "gap_ev": 8.95, "total_energy_ev": -20906.034, "e_homo_ev": -8.86}

{"formula": "C5H6N", "method": "ωB97M-V/def2-TZVPD", "species": ["N", "C", "C", "C", "C", "C", "H", "H", "H", "H", "H", "H"], "coordinates": [[0.6425, -0.6640, 0.6971], [0.5402, 0.7841, 0.1867], [-0.5445, 1.3372, -0.3571], [0.8943, -1.9405, 0.1813], [-1.6181, 1.8622, -0.7654], [0.2607, 0.0839, 1.6112], [0.5663, -2.1180, -0.8575], [0.1944, -2.6986, 0.6772], [1.4747, 1.4408, 0.1459], [-2.2147, 2.7371, -0.2000], [1.8874, -2.4137, 0.3098], [-2.0832, 1.5896, -1.6292]], "forces_ev_per_angstrom": [[-0.92, 2.39, 1.06], [2.58, 2.00, -1.23], [-0.05, -0.83, 0.39], [-0.97, -4.39, -0.86], [-1.35, 3.19, 2.92], [0.14, -1.48, 1.07], [0.41, 0.97, 0.23], [0.78, 1.37, -0.01], [-1.03, -1.55, -0.12], [1.59, -2.15, -0.88], [-0.18, 1.21, 0.09], [-0.99, -0.73, -2.66]], "nbo_charge": [-0.303, -0.316, 0.334, -0.476, -0.415, 0.443, 0.268, 0.280, 0.289, 0.330, 0.279, 0.286], "gap_ev": 9.34, "total_charge": 1, "total_energy_ev": -6758.887, "e_homo_ev": -15.42}

| no. | molecular weight (g/mol) | F_max (eV Å⁻¹) |
| --- | --- | --- |
| 1 | 600.6 | 2.990 |
| 2 | 120.6 | 5.160 |
| 3 | 379.5 | 1.038 |
| 4 | 101.2 | 2.020 |
| 5 | 256.0 | 4.608 |
| 6 | 80.1 | 4.579 |